#i
Entry from OMol25: a cluster of 4 separate species, C3H13NO3 in total (ωB97M-V/def2-TZVPD).

Values from the calculation:
total charge	0
structure (SMILES)	C/C=C/N.O.O.O
Kohn-Sham gap	9.17	eV
LUMO energy	0.0267	Eh
2S+1	1

Each line ends with the natural charge from an NBO analysis.
Geometry (Å):
1 C -0.49116 -1.85288 -0.80407  -0.656
2 C -0.88086 -0.58833 -1.49717  -0.262
3 C -1.21823 0.57233 -0.93676  -0.043
4 N -1.64180 1.73847 -1.62683  -0.822
5 H -0.87819 -2.74474 -1.28858  0.212
6 H -0.92792 -1.78990 0.20307  0.214
7 H 0.54824 -2.19212 -0.68948  0.229
8 H -0.88687 -0.77445 -2.57715  0.180
9 H -1.04192 0.58297 0.13851  0.214
10 H -2.61338 1.92212 -1.44849  0.370
11 H -1.46358 1.57472 -2.60593  0.361
12 O 2.16522 0.25587 -0.54083  -0.944
13 H 2.05870 0.29267 -1.49691  0.465
14 H 1.24428 0.36191 -0.32349  0.476
15 O -0.27273 1.28757 2.24177  -0.952
16 H 0.09815 0.68658 2.92887  0.489
17 H -0.61918 2.00700 2.81883  0.465
18 O 1.87745 -0.55645 2.42305  -0.942
19 H 2.42604 0.10731 2.01292  0.482
20 H 2.51775 -0.89066 3.06867  0.465

#ii
Entry from OMol25: a cluster of 4 separate species, C3H13NO3 in total (ωB97M-V/def2-TZVPD).

Values from the calculation:
total charge	0
structure (SMILES)	C=NCC.O.O.O
Kohn-Sham gap	11.05	eV
LUMO energy	0.0242	Eh
2S+1	1

Each line ends with the natural charge from an NBO analysis.
Geometry (Å):
1 C 0.62741 0.50520 2.30035  -0.016
2 N -0.26870 0.62965 1.42345  -0.450
3 C -1.33567 -0.41062 1.41926  -0.278
4 C -0.89214 -1.33730 0.25282  -0.629
5 H 0.61932 -0.47029 3.01412  0.125
6 H 1.52145 1.11676 2.53347  0.195
7 H -1.52771 -1.11981 2.22297  0.200
8 H -2.43514 -0.05933 1.29609  0.206
9 H 0.04001 -1.97877 0.45710  0.215
10 H -1.77530 -1.96754 0.11124  0.211
11 H -0.53809 -0.82510 -0.67645  0.228
12 O 2.91557 -1.02861 -3.13902  -0.944
13 H 2.49957 -0.29886 -2.74881  0.481
14 H 3.05306 -1.62581 -2.37210  0.462
15 O -1.25120 2.17655 -0.69449  -0.966
16 H -1.31177 1.42786 -0.09401  0.485
17 H -1.79338 2.87173 -0.30418  0.479
18 O 1.04748 0.69563 -1.63175  -0.978
19 H 0.40211 1.06393 -0.95864  0.502
20 H 0.40312 0.63473 -2.41138  0.474

#iii
Entry from OMol25: a cluster of 3 separate species, C3H13NO3 in total (ωB97M-V/def2-TZVPD).

Values from the calculation:
total charge	0
structure (SMILES)	CNCCO.O.O
Kohn-Sham gap	10.22	eV
LUMO energy	0.0274	Eh
2S+1	1

Each line ends with the natural charge from an NBO analysis.
Geometry (Å):
1 C -0.31858 -0.32610 2.28985  -0.425
2 N -0.20018 -0.02811 0.87939  -0.655
3 C 0.19609 1.38172 0.66623  -0.238
4 C 0.39718 1.72352 -0.79078  -0.078
5 O 1.34848 0.88878 -1.41343  -0.719
6 H 0.65138 -0.56945 2.73705  0.190
7 H -0.68287 0.48042 2.95687  0.173
8 H -0.87213 -1.24498 2.47562  0.205
9 H -1.10071 -0.17794 0.43832  0.359
10 H 1.10079 1.52835 1.27022  0.192
11 H -0.63096 1.94727 1.09313  0.171
12 H 0.64545 2.74332 -1.04132  0.190
13 H -0.62472 1.61257 -1.24339  0.162
14 H 0.89238 0.07691 -1.59417  0.485
15 O 0.56503 -2.34003 -0.76924  -0.979
16 H 0.38997 -1.80787 0.02021  0.500
17 H 1.50892 -2.38751 -0.80212  0.480
18 O -0.89536 -0.80125 -2.48638  -0.976
19 H -0.58466 -1.58379 -1.98887  0.495
20 H -1.78550 -1.11584 -2.69720  0.466

#iv
Entry from OMol25: a cluster of 4 separate species, C3H13NO3 in total (ωB97M-V/def2-TZVPD).

Values from the calculation:
total charge	0
structure (SMILES)	C=CCN.O.O.O
Kohn-Sham gap	10.65	eV
LUMO energy	0.0251	Eh
2S+1	1

Each line ends with the natural charge from an NBO analysis.
Geometry (Å):
1 C 1.39123 -0.97470 1.12740  -0.383
2 C 0.38875 -1.06727 1.99363  -0.198
3 C -1.06958 -1.23506 1.61300  -0.259
4 N -1.73273 0.11878 1.66560  -0.858
5 H 2.42160 -1.26260 1.31128  0.212
6 H 1.10123 -1.04865 0.08380  0.206
7 H 0.43168 -1.00267 3.07285  0.192
8 H -1.50681 -1.84995 2.40365  0.182
9 H -1.36655 -1.57895 0.62345  0.207
10 H -2.71197 0.02668 1.90912  0.365
11 H -1.28635 0.66188 2.39794  0.356
12 O 1.17882 -0.89833 -3.74514  -0.945
13 H 0.39865 -1.14228 -4.26405  0.460
14 H 1.00884 0.02935 -3.52999  0.485
15 O 1.68220 2.21267 -2.21055  -0.974
16 H 2.27949 2.09661 -1.45129  0.474
17 H 0.78686 2.44006 -1.88346  0.499
18 O -0.83390 1.54587 -0.62994  -0.987
19 H -0.79558 1.20376 0.29092  0.499
20 H -1.76589 1.72481 -0.77825  0.469

Among the structures above, stability is greatest for #iii.